The following is a quantum chemistry calculation of a single C5H8 molecule in a non-equilibrium geometry, from the OMol25 dataset.

Summary:
* LUMO level: 1.1 eV
* SMILES: C=C/C=C\C
* total energy: -5311.08667 eV
* orbital gap: 8.92 eV

Bonds (Å) are listed after each position.
Positions of all 13 atoms, in Å:
1 C -1.606 0.279 -0.209  C2 1.355, H6 1.077, H7 1.084
2 C -0.637 0.908 -0.919  C1 1.355, C3 1.439, H8 1.091
3 C 0.779 0.863 -0.673  C2 1.439, C4 1.345, H9 1.088
4 C 1.211 -0.201 0.029  C3 1.345, C5 1.477, H10 1.085
5 C 0.447 -1.011 0.999  C4 1.477, H11 1.095, H12 1.083, H13 1.166
6 H -2.443 -0.080 -0.782  C1 1.077
7 H -1.803 0.383 0.852  C1 1.084
8 H -0.962 1.324 -1.874  C2 1.091
9 H 1.470 1.426 -1.297  C3 1.088
10 H 2.198 -0.615 -0.148  C4 1.085
11 H 0.623 -2.092 0.994  C5 1.095
12 H -0.521 -0.801 1.437  C5 1.083
13 H 1.214 -0.393 1.622  C5 1.166